DFT (ωB97M-V with the def2-TZVPD basis set) results for one molecule with the formula C6H12N2 at a distorted geometry.

Computed properties:
- electronic energy (eV) = -9391.2850
- SMILES = C1=C\CNCCNC/1
- HOMO-LUMO gap (eV) = 9.2
- lowest unoccupied orbital energy (eV) = 0.871

Structure (XYZ):
```
20
Properties=species:S:1:pos:R:3:lowdin_charge:R:1
C 0.84729 -0.12302 -1.54964 -0.08
C 1.60203 0.20519 -0.38934 -0.11
C 1.38374 -0.05316 1.09438 -0.28
N 0.26809 0.42774 1.86210 -0.12
C -1.14108 0.19305 1.57455 -0.22
C -1.01775 0.13892 0.07546 -0.30
N -1.89171 -0.17772 -1.08114 -0.02
C -0.68070 -0.10918 -2.03957 -0.20
H 1.54438 -0.37029 -2.46745 0.12
H 2.70458 0.41363 -0.44678 0.10
H 2.18868 0.49451 1.59038 0.10
H 1.58919 -1.16310 1.40834 0.15
H 0.53833 0.34863 2.80650 0.09
H -1.60323 -0.72117 2.13162 0.13
H -1.75399 1.01281 1.91807 0.10
H -0.15246 -0.63403 0.06399 0.10
H -0.69290 1.25438 -0.05794 0.17
H -2.19747 -1.12690 -1.03063 0.08
H -0.63289 0.79753 -2.53606 0.07
H -0.90212 -0.80781 -2.92682 0.13
```

DFT (ωB97M-V with the def2-TZVPD basis set) results for C20H42NOP3Pb as an isolated structure at a distorted geometry.

Computed properties:
- electronic energy (eV) = -58028.5233
- HOMO-LUMO gap (alpha / beta) (eV) = 5.4 / 5.8
- total charge = +4
- lowest unoccupied orbital energy (alpha / beta) (eV) = -14.649 / -14.265

Structure (XYZ):
```
68
Properties=species:S:1:pos:R:3:lowdin_charge:R:1
Pb -1.46892 2.78896 -1.14452 1.51
P 1.44873 -0.74937 1.93653 1.03
P 1.31712 2.47319 -0.05582 0.70
P -1.08034 -2.57692 -0.44853 0.88
H -0.18812 2.88132 -4.69298 0.11
C -1.14484 2.41163 -4.42423 0.09
C -2.01746 2.95424 -3.46471 -0.30
H -1.92055 4.03546 -3.20387 0.07
C 2.87731 -1.73152 1.24652 -0.19
C 2.33681 0.34929 3.14379 -0.22
C 0.88867 -1.88465 3.28380 -0.22
C 1.25348 3.74369 -1.41123 -0.34
C 1.65767 3.49990 1.44125 -0.25
C 3.01753 1.82979 -0.31817 -0.25
C -2.39917 -2.67611 -1.55913 -0.19
C -1.62057 -2.97339 1.21418 -0.18
C 0.37798 -3.47845 -0.91315 -0.19
H -1.49056 1.71134 -5.18984 0.11
H -3.03119 2.51559 -3.41872 0.09
H 3.45452 -2.16861 2.06768 0.09
H 3.53313 -1.09256 0.64082 0.05
H 2.49198 -2.53248 0.60032 0.02
H 2.81758 -0.25771 3.92873 0.09
H 1.59266 1.00962 3.60551 0.03
H 3.10187 0.96370 2.65806 0.05
H 1.75869 -2.20402 3.87806 0.09
H 0.37056 -2.77332 2.91941 0.02
H 0.19093 -1.32041 3.91885 0.04
H 2.08711 4.42629 -1.22707 0.08
H 0.38415 4.41858 -1.48841 0.01
H 1.37265 3.21826 -2.36838 0.05
H 2.69636 3.87892 1.39234 0.07
H 1.54163 2.87812 2.34825 0.02
H 0.93057 4.32763 1.49178 0.06
H 3.74911 2.63960 -0.15521 0.08
H 3.11513 1.46967 -1.35341 0.05
H 3.27024 1.00108 0.36633 0.00
H -2.90910 -3.63895 -1.52245 0.10
H -2.03024 -2.52234 -2.56482 0.04
H -3.07777 -1.84156 -1.39012 0.08
H -2.54311 -3.58324 1.17649 0.09
H -1.91707 -2.01283 1.67214 0.07
H -0.83182 -3.48700 1.78102 0.05
H 0.14948 -4.35488 -1.52372 0.09
H 0.96357 -3.85432 -0.07083 0.06
H 0.99756 -2.83674 -1.54931 0.06
C -0.67193 0.01570 -3.02398 -0.46
C 0.51244 -0.37173 -3.71241 0.03
C 0.41925 -1.22079 -4.78851 0.00
C -0.82857 -1.65651 -5.23128 0.04
C -2.00725 -1.13481 -4.67235 -0.02
C -1.95338 -0.30703 -3.56709 -0.05
O -0.58096 0.49916 -1.82329 -0.27
H -0.68681 -1.21634 -0.46095 0.03
H 1.47273 -0.09988 -3.31082 0.13
H 1.32530 -1.65172 -5.20759 0.14
H -0.90653 -2.40016 -6.05440 0.16
H -2.96000 -1.29001 -5.15412 0.14
H -2.86399 -0.02443 -3.03546 0.14
C -2.21090 0.02735 6.13812 -0.08
C -1.58148 1.24250 5.42480 -0.20
C -1.23584 0.99649 4.02132 -0.22
N -1.08322 0.93437 2.87123 0.12
H -3.09139 -0.29679 5.58413 0.08
H -2.54755 0.28915 7.13891 0.10
H -1.56405 -0.84091 6.23398 0.07
H -2.35775 2.02920 5.42616 0.14
H -0.67207 1.60271 5.95035 0.14
```

DFT (ωB97M-V with the def2-TZVPD basis set) results for a 2-piece molecular cluster, C5H10N2O overall at a distorted geometry.

Computed properties:
- electronic energy (eV) = -10368.9255
- HOMO-LUMO gap (eV) = 9.7
- lowest unoccupied orbital energy (eV) = 0.456

Structure (XYZ):
```
18
Properties=species:S:1:pos:R:3:lowdin_charge:R:1
C -1.80536 1.65719 -1.07932 -0.20
C -0.49786 1.35141 -0.45149 -0.30
C -0.72186 0.34974 0.85191 -0.15
C 1.42394 -0.79451 1.36808 -0.29
C 1.31083 -1.87462 -0.79473 -0.31
H -2.71109 1.42312 -0.47242 0.05
H -1.78745 2.84228 -1.28451 0.08
H -2.00355 1.23549 -2.45578 0.17
H -0.31794 2.37742 -0.00625 0.10
H 0.37728 1.09241 -1.12638 0.10
H -1.37816 -0.72785 0.70495 0.16
H -1.33980 0.52472 1.67475 0.04
H 2.08522 -1.17225 2.29607 0.12
H 2.47703 -2.63952 1.07216 0.21
H 1.74574 -2.92892 -1.28970 0.17
N 0.60616 0.05965 1.74678 0.06
N 1.89919 -1.84589 0.47325 0.02
O 0.63768 -0.92987 -1.22737 -0.02
```

DFT (ωB97M-V with the def2-TZVPD basis set) results for C19H31NO2 as an isolated structure at a distorted geometry.

Computed properties:
- electronic energy (eV) = -25772.4538
- HOMO-LUMO gap (eV) = 8.8
- lowest unoccupied orbital energy (eV) = 0.749

Structure (XYZ):
```
53
Properties=species:S:1:pos:R:3:lowdin_charge:R:1
C 0.41246 2.73283 0.66010 -0.01
C 1.86008 2.10568 0.32194 -0.08
C 2.98093 3.01720 0.18423 -0.10
C 4.11597 2.33565 -0.06204 -0.09
C 4.19401 0.82930 -0.37772 0.00
C 3.01545 0.06196 -0.09726 -0.09
C 1.74962 0.59700 0.35413 -0.30
O 0.67376 -0.01841 0.25227 -0.04
C 0.28116 -0.20464 1.63907 -0.13
C -1.14973 -0.24269 1.91744 -0.37
O -1.90663 -1.20651 1.65631 -0.09
C -1.92170 -1.74062 0.19205 -0.16
C -2.19027 -0.96620 -0.86295 -0.14
N -3.30871 0.11431 -0.29197 -0.07
C -3.69250 1.06091 -1.39093 -0.10
C -5.06730 1.56653 -0.56876 -0.22
H -5.55227 1.97088 -1.38309 0.09
H -4.82673 2.21613 0.21958 0.11
C -5.58467 0.43176 -0.25361 -0.35
H -6.20851 0.54059 0.88495 0.19
H -6.49068 -0.01948 -0.98919 0.18
C -4.67656 -0.61518 0.08328 -0.15
H -4.50935 -1.04483 0.97678 0.07
H -4.76326 -1.46717 -0.63781 0.13
H -2.90023 2.00703 -1.53566 0.16
H -3.74481 0.71004 -2.29731 0.03
H -1.35209 -0.30389 -0.92594 0.11
H -2.38294 -1.15976 -1.72901 0.04
H -2.59676 -2.71251 0.38431 0.17
H -0.78422 -2.24733 0.10066 0.17
H -1.61165 0.73151 1.29151 0.17
H -1.42798 -0.05173 2.86019 0.11
H 0.74551 -1.16199 2.10255 0.16
H 0.76371 0.42287 2.33495 0.12
C 3.29315 -1.39625 -0.42756 -0.66
C 2.10507 -1.98017 -0.53858 -0.11
H 2.36739 -3.16937 -1.09982 0.19
H 1.37605 -1.72170 -1.02753 -0.01
H 1.53354 -2.25924 0.38922 0.10
C 4.05534 -1.77559 0.81090 -0.04
H 4.46095 -3.03303 0.69516 0.16
H 3.49734 -1.74342 1.89870 0.15
H 5.01868 -1.41885 0.84175 0.02
C 4.04587 -1.60197 -1.73071 -0.02
H 4.12019 -2.45103 -2.07692 -0.03
H 3.69325 -1.04925 -2.57320 0.09
H 5.16351 -1.11818 -1.66853 0.14
H 5.27719 0.45313 -0.39505 0.12
H 4.96552 3.08596 -0.20217 0.11
H 2.58449 4.06217 0.37016 0.13
H 0.36609 3.79626 0.13683 0.11
H -0.39482 2.19295 0.04124 0.10
H 0.32814 2.83832 1.54307 -0.05
```

DFT (ωB97M-V with the def2-TZVPD basis set) results for C6H10O as an isolated structure at a distorted geometry.

Computed properties:
- electronic energy (eV) = -8424.9687
- HOMO-LUMO gap (eV) = 8.1
- lowest unoccupied orbital energy (eV) = 0.092

Structure (XYZ):
```
17
Properties=species:S:1:pos:R:3:lowdin_charge:R:1
O 3.72933 -0.47135 0.08017 0.02
C 2.66568 -0.39612 -0.48757 -0.38
C 1.61092 0.64753 -0.44414 -0.10
C 0.26188 0.41268 -1.15917 -0.22
C -0.83415 -0.23343 -0.35767 -0.18
C -2.52566 -0.25110 1.39619 -0.04
C -1.44103 0.37394 0.69470 -0.31
H 2.28473 -1.31310 -1.02882 0.14
H 1.92576 1.66401 -0.62140 0.13
H 1.70155 -0.09909 0.43393 0.15
H -0.07628 1.36488 -1.58148 0.11
H 0.48954 -0.16628 -2.06561 0.10
H -1.10226 -0.91328 1.90643 0.25
H -1.40988 -1.14677 -0.62211 0.11
H -3.28543 0.33559 1.89722 0.06
H -2.85918 -1.16280 0.91646 0.04
H -1.13553 1.35470 1.04288 0.11
```

Calculated relative energy (zero: lowest compared OMol25 entry of this formula, charge and spin), 5.5648; 0.0000; 6.3797; 19.7759; 6.2717 eV (same order as the records).